{
  "formula": "C56H118F15N6O15",
  "method": "wB97M-V/def2-TZVPD",
  "gap_ev": 5.04,
  "fmax_ev_per_a": 4.70,
  "e_tot_ev": -140381.9423,
  "e_lumo_ev": -2.4,
  "total_charge": 1,
  "symbols": ["F", "F", "F", "F", "F", "F", "F", "F", "F", "F", "F", "F", "F", "F", "F", "O", "O", "O", "O", "O", "O", "O", "O", "O", "O", "O", "O", "O", "O", "O", "N", "N", "N", "N", "N", "N", "C", "C", "C", "C", "C", "C", "C", "C", "C", "C", "C", "C", "C", "C", "C", "C", "C", "C", "C", "C", "C", "C", "C", "C", "C", "C", "C", "C", "C", "C", "C", "C", "C", "C", "C", "C", "C", "C", "C", "C", "C", "C", "C", "C", "C", "C", "C", "C", "C", "C", "C", "C", "C", "C", "C", "C", "H", "H", "H", "H", "H", "H", "H", "H", "H", "H", "H", "H", "H", "H", "H", "H", "H", "H", "H", "H", "H", "H", "H", "H", "H", "H", "H", "H", "H", "H", "H", "H", "H", "H", "H", "H", "H", "H", "H", "H", "H", "H", "H", "H", "H", "H", "H", "H", "H", "H", "H", "H", "H", "H", "H", "H", "H", "H", "H", "H", "H", "H", "H", "H", "H", "H", "H", "H", "H", "H", "H", "H", "H", "H", "H", "H", "H", "H", "H", "H", "H", "H", "H", "H", "H", "H", "H", "H", "H", "H", "H", "H", "H", "H", "H", "H", "H", "H", "H", "H", "H", "H", "H", "H", "H", "H", "H", "H", "H", "H", "H", "H", "H", "H", "H", "H", "H", "H"],
  "xyz": [[7.539070, -3.990301, 1.631057], [-7.232480, -0.452221, 1.682047], [0.653970, -3.931071, 6.238887], [-5.765170, -2.029141, 1.764977], [0.498360, -2.124201, 7.248387], [2.534270, 0.606659, 3.724647], [4.249870, 1.855749, 3.192707], [-3.226410, 0.732339, -3.713903], [2.396170, -2.865221, 6.908987], [-1.733830, 1.999219, -2.831873], [-2.400940, 0.391129, -1.743613], [-5.501080, -0.211731, 0.502017], [3.374860, 1.885549, 5.123707], [7.281030, -5.939151, 0.764777], [8.341870, -4.384291, -0.338473], [-3.753510, 0.196659, 2.773537], [-5.556810, -0.527841, 4.086587], [1.596950, 4.094429, -1.894413], [0.091820, -1.585631, 4.327937], [2.687230, 3.366629, 2.085387], [1.370210, -1.773591, 0.232877], [1.754290, -3.148851, 3.955437], [4.467800, -1.337851, -4.564853], [0.690300, 2.529059, 3.025467], [0.234920, -0.544321, -2.723573], [6.045210, -2.942091, -0.914543], [-0.521850, 0.159919, -4.857893], [5.223340, -5.080371, -0.932583], [-3.229900, -0.543581, 7.324647], [-4.078390, 3.876239, -0.243033], [-2.532040, -3.987351, -0.763183], [0.377630, -0.080771, 1.666007], [2.469690, -2.258651, -3.773293], [3.344530, 3.136439, -4.152073], [-2.271150, -0.012711, 5.193827], [-2.758550, 5.316389, 2.075577], [-0.781290, 0.355249, 0.715137], [1.248720, -2.165211, 4.908517], [3.109190, -3.489711, 3.802867], [7.001590, -1.042521, -1.556633], [-3.831400, -4.389351, -0.029583], [-4.082970, 4.816779, 2.801817], [-3.459170, -2.214641, 5.608877], [2.817920, -1.556831, -6.258703], [2.059330, 2.932459, 3.295067], [1.930680, 4.620769, -5.883423], [-3.001040, 3.247859, 0.518427], [2.912740, 4.587369, -4.618533], [-0.145190, -4.819751, -1.573093], [3.307540, -2.876151, -2.649163], [2.102470, 2.360059, -3.503963], [5.118500, 2.034939, -2.550473], [-3.051770, -0.894761, 6.201447], [-4.780930, 2.937789, -0.987463], [-4.122840, -5.187181, -5.542253], [-7.210830, -1.561711, 5.262847], [-1.779180, 5.916859, 3.154227], [6.603620, -1.753711, -0.315543], [1.188790, -2.735001, 6.306117], [3.375130, -1.712921, -4.875223], [0.865830, 4.426629, -0.751073], [3.164360, -4.623851, 2.790167], [-0.940820, -0.318571, -3.580263], [-2.921290, -3.541471, -2.235453], [4.146350, 4.678359, 0.723477], [1.845380, 2.660259, -2.035403], [-2.049770, 0.685309, -3.002013], [1.027900, -5.591671, -1.220733], [-3.878130, 3.651119, 3.832767], [3.945700, 2.364029, -5.353613], [3.380730, 4.599009, 2.071797], [4.487610, 3.370679, -3.185053], [-3.537530, -4.179911, 1.504977], [-5.182830, 0.091649, 2.788177], [3.051270, 1.832269, 3.836657], [-2.164070, -2.715931, 0.058957], [-2.609480, -2.940271, 1.529347], [-0.366550, 0.389379, -7.100813], [-0.701640, -0.724801, -5.953973], [-3.393200, -4.653031, -3.206153], [-3.110410, 6.535089, 1.067247], [-6.816630, -0.148621, 4.673857], [-2.117460, 4.245969, 1.158977], [-1.839160, 1.354959, 5.685897], [-1.419360, -5.106161, -0.673133], [-4.068800, -4.141171, -4.438233], [-0.363660, 6.208679, 2.742947], [7.253790, -4.597491, 0.458807], [1.518910, -0.693791, 0.821457], [2.885070, -0.052931, 0.944187], [-5.875000, -0.699161, 1.652527], [5.882530, -4.126861, -0.142033], [-3.026020, -5.064281, 1.884907], [-1.073170, 1.198889, -6.917803], [1.791710, -1.582501, -3.451933], [1.989770, -0.848331, -6.275973], [-1.146170, -0.405121, 0.024627], [1.964190, -1.344531, 4.856697], [1.203170, 3.816989, 0.087167], [0.104290, 5.417209, 2.157547], [3.847490, -3.743731, -3.028463], [0.143850, -0.671421, 2.451227], [3.545640, -2.563611, 3.428787], [-4.638730, -3.828571, -0.500583], [3.586430, -3.853101, 4.712977], [3.830640, 5.144839, -4.805063], [1.000980, 5.497299, -0.597813], [-1.344540, 3.742179, 1.739397], [-1.131270, 1.218669, 6.503457], [-7.371360, -2.381711, 4.562907], [7.380450, -1.900661, 0.434817], [-1.749630, -0.998981, -6.075063], [-3.732170, -2.813691, -2.265833], [4.588550, 5.664979, 0.585117], [-0.176670, 4.207309, -0.981713], [-7.652300, 0.152239, 4.042007], [-0.432290, 7.101579, 2.121577], [1.437330, 5.592689, -5.875643], [4.736080, 2.856759, -5.919823], [-2.165040, 6.967919, 0.740107], [4.109430, 4.570149, 2.881907], [-4.027560, -2.023041, 4.698767], [-3.529260, 2.712509, 3.402177], [-6.647720, 0.659539, 5.385517], [-2.872680, -0.011451, 4.382497], [2.434770, 4.478359, -6.839313], [-3.139020, -5.642511, -5.655673], [3.158850, 2.051179, -6.039973], [-5.070150, -3.737231, -4.289173], [3.509930, -0.379261, 0.112827], [-0.337760, -4.990631, -2.632253], [-3.729210, 7.297589, 1.540307], [5.774810, -1.152741, 0.058637], [0.782810, 0.699289, 2.163457], [0.339480, 6.265589, 3.573887], [-5.544950, 1.119359, 2.816227], [5.958660, 2.185029, -1.872453], [-1.524390, -1.216701, -3.782503], [-1.422820, -0.448361, 4.861197], [-1.762430, -3.145731, 2.183867], [-2.309080, 6.792899, 3.528177], [-1.402010, 1.865119, 4.827567], [-1.587010, 4.822209, 0.400907], [2.033060, 3.727819, 4.039927], [-4.228190, -2.632411, 6.258627], [-4.879730, 4.707119, 2.066117], [1.292550, 2.603939, -4.191463], [-3.172590, 3.845359, 4.640597], [-2.670430, -2.962831, 5.530097], [-8.112960, -1.528141, 5.873707], [-3.464820, -3.317961, -4.819853], [2.394650, 1.309959, -3.508523], [0.106260, -3.759661, -1.540213], [-4.961330, -5.845701, -5.315583], [4.148600, -5.090401, 2.749107], [-2.648160, -1.846271, -0.385393], [5.243740, -3.811291, 0.682867], [-1.646800, 0.678409, 1.293547], [1.157640, 3.855229, -5.816693], [-1.986780, -3.076841, -2.549953], [-4.310690, 5.755199, 3.307397], [-6.384100, -1.910611, 5.881617], [2.420120, 5.222389, -3.882213], [2.303160, -2.477721, -6.532693], [1.881120, -3.021581, -4.075973], [-2.679100, 1.965489, 6.017357], [0.685960, 0.669119, -7.055203], [7.277660, -0.011171, -1.337123], [-1.844150, -6.072421, -0.945133], [-0.043990, -1.565691, -6.174233], [-3.688640, 6.141259, 0.231397], [-1.710320, 5.105189, 3.878487], [4.284570, 1.372959, -5.051873], [7.933750, -1.462601, -1.934423], [-5.283880, 2.107109, -0.492383], [0.761500, -6.648451, -1.202113], [-5.425340, 3.667319, -1.478013], [2.798340, 5.505849, 2.234767], [1.002010, 2.035589, -1.741123], [4.014640, 3.995089, -2.427083], [-0.366860, 1.084599, 0.019157], [-1.092020, -2.584361, -0.087683], [4.838390, 3.839039, 0.654757], [3.429820, -0.446841, 1.802197], [-2.397250, 2.641019, -0.156313], [-4.854860, 3.390549, 4.240437], [3.121190, -4.261321, 1.763127], [-4.084020, -5.367801, -2.758963], [5.728650, 1.525299, -3.296193], [1.367360, -5.229061, -0.250483], [-3.996830, -5.458441, -0.162893], [-4.438600, -4.130851, 2.116337], [6.408770, -1.076801, -2.470683], [-2.456080, -5.146041, -3.464713], [1.783950, -5.406181, -1.983683], [2.570100, -3.224111, -1.925833], [4.408680, 1.390309, -2.032113], [3.598810, -1.535011, -7.018863], [5.226630, 3.916429, -3.771663], [2.453270, -5.433881, 2.952347], [-0.500480, 0.042109, -8.125293], [-4.162320, 2.423969, -1.723263], [-3.417980, 2.539829, 1.234637], [2.632130, 2.286529, -1.380083], [-1.112090, -5.188151, 0.369447], [-3.089790, -2.081361, 1.998047], [2.881220, 1.032919, 0.849147], [3.990970, -2.146181, -2.215393], [3.402710, 4.656469, -0.073153], [-4.435290, -4.675671, -6.452653]],
  "atomic_forces_ev_per_a": [[-0.09, 0.47, 0.18], [0.37, -0.24, 0.24], [-0.56, -1.94, -0.17], [0.55, 0.17, -0.71], [-1.36, 1.84, 0.18], [-0.32, -0.65, -0.87], [-0.36, -0.17, -0.11], [1.16, -0.73, 0.01], [0.77, -0.11, -0.89], [1.09, 0.00, -1.12], [-0.25, -1.53, 0.38], [1.01, -0.46, -1.73], [-0.17, 1.11, 0.86], [-0.31, 1.21, -0.47], [-0.73, 0.08, 0.15], [-2.77, -0.87, -0.56], [-0.19, 1.34, -2.09], [1.16, -1.71, -0.98], [0.39, -1.00, 1.26], [-0.82, 0.62, -0.70], [-0.52, 3.64, 1.73], [-2.03, -0.47, 1.01], [-0.97, -0.47, 0.11], [3.61, 0.11, 0.42], [-3.32, 0.60, -2.15], [0.95, 0.35, 0.27], [-0.09, -0.78, 0.95], [1.70, 2.24, 1.76], [0.16, 0.51, -0.92], [2.29, -0.48, 2.15], [-1.66, 0.41, 0.04], [0.20, -0.37, -3.43], [1.92, -1.27, -0.45], [0.09, 0.58, -0.60], [-0.59, 0.89, 2.38], [-0.66, 1.09, -1.63], [0.65, -0.27, 0.51], [-0.11, 2.86, -3.73], [-0.39, -0.15, -0.09], [2.76, 1.19, -0.82], [0.91, -1.23, 0.97], [1.67, 0.92, 0.73], [-1.12, 0.13, 0.28], [-0.72, -1.76, 0.18], [-3.05, -0.56, -0.81], [1.12, -0.41, 1.07], [-1.68, -0.03, -0.53], [-0.86, -0.24, -1.72], [-2.81, 1.67, -0.53], [-0.47, -0.01, 0.40], [1.76, 0.34, -0.27], [0.25, 1.16, -1.07], [1.13, -0.67, 0.18], [-0.58, 0.42, -1.53], [-0.77, 0.74, 0.19], [-0.15, 1.04, 1.04], [-0.63, -2.07, 0.06], [-2.03, -0.78, -1.63], [0.32, -0.89, 0.62], [0.74, 1.12, -0.03], [-0.37, -0.35, -0.03], [0.95, 0.12, -0.81], [3.01, -0.09, 1.76], [0.37, -0.88, 0.48], [-1.24, 0.33, 0.67], [-0.47, 1.52, -0.53], [-0.22, 1.27, 0.40], [0.97, -0.77, 0.82], [-0.08, 0.19, -1.09], [-1.53, -0.89, 0.23], [1.50, -0.59, -0.23], [0.06, -1.53, 1.28], [0.05, 0.23, -1.37], [3.51, 0.23, 2.47], [-0.02, -0.44, 0.09], [0.57, -0.46, 0.04], [0.19, -0.66, 0.17], [-0.78, -1.88, 0.29], [0.01, 3.60, -2.77], [0.96, -0.22, 1.35], [-0.19, -1.35, 1.06], [-0.12, -2.85, 0.24], [0.92, 1.26, 0.87], [-0.57, -0.43, -0.43], [0.47, 1.11, -1.07], [0.62, 0.86, -0.95], [-0.12, 0.15, -1.44], [0.50, -1.55, -0.22], [0.38, -3.73, -0.44], [-0.09, 0.09, -1.18], [-1.36, 1.06, 2.30], [-2.35, -2.64, -2.03], [0.20, -0.02, -0.20], [0.45, 0.17, -0.05], [-1.20, 1.61, 0.82], [0.50, 0.54, -0.14], [0.69, -0.53, 0.62], [0.72, -0.06, 0.85], [-0.09, 0.29, 0.48], [-0.34, -0.27, -0.18], [0.19, 0.19, 0.03], [-0.58, -1.70, 1.13], [1.02, -0.14, 0.02], [0.06, 0.18, 0.46], [-0.01, 0.40, 0.31], [0.17, -0.43, -0.41], [-0.04, -0.08, 0.28], [0.04, -0.27, 0.22], [-0.04, 0.02, -0.24], [0.06, 0.61, -0.70], [0.02, -0.03, -0.22], [0.00, -0.28, 0.17], [0.24, 0.34, 1.04], [0.56, -0.17, 0.32], [-0.31, 0.06, 0.29], [0.53, 0.13, -0.73], [0.88, 0.25, 0.18], [0.08, -0.06, -0.06], [-0.17, 0.51, 0.54], [-0.11, -0.20, 0.07], [0.24, 0.19, 0.14], [0.58, -0.09, -0.43], [0.00, -0.02, -0.49], [-0.05, -0.27, 0.43], [-1.16, 0.71, -1.70], [0.13, 0.08, 0.14], [-0.35, -0.39, -0.18], [-0.34, 0.73, -0.10], [0.00, 0.00, 0.42], [-0.33, -0.39, -0.26], [-0.70, -0.17, -0.12], [0.20, -0.20, 0.49], [-0.20, -0.10, 1.03], [-0.02, 2.08, 0.50], [-0.50, 0.59, 0.26], [-0.83, 0.10, -0.42], [-0.45, 0.97, 0.54], [-0.18, -0.44, 0.30], [1.49, -1.57, -0.05], [0.25, 0.00, -0.15], [0.09, -0.18, 0.17], [0.42, -0.16, 0.09], [-0.09, 0.00, 0.05], [0.35, 0.32, 0.12], [0.22, 0.03, 0.36], [0.45, -0.56, -0.20], [-0.11, -0.37, 0.41], [-0.30, 0.51, -0.03], [0.31, 0.46, -0.27], [0.00, 0.14, 0.19], [0.03, 0.37, -0.08], [-0.30, -0.06, -0.51], [-0.15, 0.33, 0.31], [0.50, -0.69, -0.06], [0.21, -0.04, 0.50], [-0.31, -0.31, -0.19], [0.05, -0.07, 0.99], [0.28, 0.26, 0.23], [-0.05, 0.07, 0.14], [-0.20, 0.07, -0.43], [-0.35, -0.21, 0.46], [-0.09, 0.15, 0.24], [0.00, -1.16, 0.80], [-0.21, -0.37, 0.18], [-0.18, -0.23, -0.70], [-0.16, -0.46, 0.14], [-0.13, 0.36, 0.42], [-0.15, 0.40, -0.03], [-0.37, 0.22, -0.14], [0.22, -0.26, 1.09], [0.30, -0.27, 0.10], [-0.37, 0.29, 0.30], [0.40, 0.33, 0.70], [0.26, -0.22, 0.10], [-0.29, 0.47, 0.78], [0.48, -0.15, 0.17], [-0.82, -1.06, -0.54], [-0.68, -0.10, -0.09], [-0.56, 0.16, -0.28], [0.49, 0.12, 0.15], [-0.03, 0.41, 0.49], [0.04, 0.04, 0.24], [0.10, 0.26, -0.16], [-0.41, 0.37, 0.37], [0.24, 0.08, -0.18], [-0.03, 0.30, 0.17], [-0.68, 0.12, -0.11], [0.27, -0.12, 0.49], [-0.76, -0.52, -0.44], [0.51, -0.51, 0.04], [-0.13, 0.08, -0.48], [-0.07, 0.43, -0.31], [-0.94, -0.15, 0.63], [-0.28, -0.61, -0.33], [0.31, -0.33, 0.33], [0.26, 0.17, 0.18], [0.04, -0.02, -0.36], [0.02, 0.94, 0.32], [0.08, -0.01, 0.35], [-0.20, 0.33, 0.19], [-0.25, -0.27, 0.01], [0.34, 0.28, -0.25], [-0.21, -0.07, 0.20], [0.42, 0.51, 0.01], [-0.12, 0.36, 0.06], [-0.12, 0.31, -0.51], [-0.18, 0.11, 0.81], [-0.12, -0.21, -0.14], [-0.01, -0.47, -0.18], [0.30, -0.14, -0.22]],
  "lowdin_charge": [0.098, 0.098, 0.162, 0.148, 0.152, 0.113, 0.115, 0.105, 0.125, 0.099, 0.102, 0.162, 0.152, 0.095, 0.108, -0.265, -0.172, -0.207, -0.255, -0.161, 0.100, -0.123, 0.152, -0.268, -0.264, -0.145, -0.148, -0.256, 0.161, -0.193, -0.156, 0.150, 0.111, -0.208, 0.105, -0.178, 0.040, -0.388, -0.260, -0.101, -0.082, -0.092, 0.024, 0.030, -0.369, -0.041, -0.173, -0.111, -0.275, 0.037, -0.018, -0.030, -0.352, -0.099, -0.094, -0.053, -0.143, -0.241, -0.614, -0.364, -0.105, -0.066, -0.359, -0.084, -0.046, -0.156, -0.489, -0.097, -0.045, 0.019, -0.255, -0.130, -0.124, -0.350, -0.546, -0.080, -0.121, -0.047, -0.216, -0.198, 0.054, -0.211, -0.100, 0.015, -0.027, -0.283, -0.063, -0.505, -0.294, 0.030, -0.571, -0.472, 0.107, 0.076, 0.095, 0.061, 0.045, 0.122, 0.083, 0.060, 0.108, 0.113, 0.109, 0.129, 0.117, 0.117, 0.105, 0.121, 0.106, 0.074, 0.124, 0.114, 0.128, 0.079, 0.079, 0.104, 0.076, 0.081, 0.118, 0.089, 0.118, 0.065, 0.049, 0.110, 0.076, 0.072, 0.080, 0.090, 0.121, 0.071, 0.099, 0.098, 0.090, 0.077, 0.099, 0.130, 0.079, 0.111, 0.094, 0.113, 0.130, 0.075, 0.101, 0.136, 0.085, 0.124, 0.121, 0.060, 0.102, 0.068, 0.100, 0.117, 0.088, 0.081, 0.076, 0.110, 0.112, 0.080, 0.062, 0.107, 0.111, 0.050, 0.113, 0.093, 0.161, 0.082, 0.041, 0.063, 0.130, 0.089, 0.090, 0.112, 0.076, 0.083, 0.087, 0.098, 0.105, 0.105, 0.110, 0.105, 0.078, 0.098, 0.081, 0.098, 0.109, 0.089, 0.050, 0.125, 0.068, 0.094, 0.120, 0.107, 0.060, 0.102, 0.081, 0.078, 0.062, 0.109, 0.125, 0.080, 0.067, 0.069, 0.109, 0.108, 0.135, 0.084, 0.076, 0.086, 0.035, 0.076]
}